Entry 1:
The following is a DFT calculation (wB97M-V/def2-TZVPD) of a single C19H23Cl2N3O3S molecule in a non-equilibrium geometry.

net charge = 0
ΔE to the lowest compared entry with this formula, charge and spin = 46.7 kJ/mol
strongest force on any atom = 1.0 eV Å⁻¹
HOMO level = -0.3089 hartree
SMILES = CCN(CC)CCNC(=O)c1ccc(Cl)c(S(=O)(=O)Nc2ccc(Cl)cc2)c1

Geometry as XYZ:
```
51
Properties=species:S:1:pos:R:3:forces:R:3
C -5.081 -0.894 1.701 0.08 0.29 -0.19
H -5.662 -1.593 1.103 -0.06 -0.10 -0.03
H -4.109 -1.338 1.902 0.08 -0.09 0.05
H -5.591 -0.744 2.649 -0.06 -0.05 0.13
C -4.931 0.449 0.976 -0.08 -0.18 0.16
N -4.219 0.404 -0.284 0.02 -0.01 -0.10
C -4.831 -0.410 -1.315 0.08 0.13 -0.23
C -4.534 0.153 -2.703 -0.16 -0.19 0.24
H -3.473 0.098 -2.933 0.15 0.00 -0.07
H -4.844 1.194 -2.750 -0.03 0.11 -0.02
H -5.078 -0.411 -3.457 0.01 -0.06 -0.16
H -5.911 -0.389 -1.156 0.00 -0.08 0.03
H -4.503 -1.463 -1.270 -0.11 0.03 0.04
C -2.784 0.267 -0.158 0.08 0.46 0.00
H -2.399 -0.408 -0.929 0.01 -0.05 0.04
C -2.113 1.645 -0.313 -0.27 -0.19 0.07
N -0.683 1.573 -0.132 0.00 -0.13 -0.32
C -0.081 1.970 1.009 0.23 -0.06 -0.16
O -0.673 2.484 1.937 -0.08 0.03 0.25
C 1.400 1.730 1.064 0.31 0.07 0.12
C 2.206 1.624 -0.063 -0.23 0.07 0.14
C 3.559 1.388 0.073 0.41 -0.03 -0.56
C 4.132 1.265 1.328 -0.26 0.09 0.05
C 3.344 1.401 2.464 0.13 -0.05 -0.20
C 1.990 1.631 2.324 -0.14 0.03 -0.16
H 1.357 1.743 3.192 -0.04 0.01 0.06
H 3.796 1.321 3.440 0.06 -0.02 0.08
Cl 5.811 0.954 1.467 0.41 -0.07 0.50
S 4.534 1.163 -1.424 0.28 -0.24 0.21
O 5.702 1.982 -1.424 0.10 -0.04 0.14
O 3.634 1.247 -2.530 -0.26 -0.16 0.11
N 5.080 -0.418 -1.266 0.17 0.94 -0.40
C 4.224 -1.401 -0.779 -0.66 -0.57 0.14
C 4.675 -2.367 0.117 0.02 0.23 -0.17
C 3.809 -3.327 0.606 -0.15 -0.03 -0.05
C 2.482 -3.317 0.208 0.14 0.16 -0.08
C 2.022 -2.368 -0.692 0.06 -0.10 0.14
C 2.892 -1.416 -1.187 0.09 -0.18 0.02
H 2.561 -0.686 -1.907 -0.12 -0.02 -0.10
H 0.990 -2.382 -1.007 -0.10 -0.02 -0.02
Cl 1.390 -4.500 0.836 -0.15 -0.17 0.08
H 4.161 -4.075 1.299 0.01 -0.07 0.06
H 5.708 -2.366 0.430 0.13 0.01 0.07
H 6.029 -0.462 -0.928 0.04 0.20 0.03
H 1.830 1.744 -1.067 -0.15 -0.01 -0.07
H -0.157 1.059 -0.819 0.07 0.05 0.14
H -2.501 2.323 0.449 0.00 -0.03 -0.14
H -2.339 2.054 -1.300 -0.05 0.00 0.06
H -2.496 -0.145 0.817 0.03 -0.06 -0.06
H -5.925 0.862 0.778 0.05 0.07 0.09
H -4.402 1.153 1.623 -0.09 0.06 0.03
```
Forces are in eV/Å.

Entry 2:
The following is a DFT calculation (wB97M-V/def2-TZVPD) of a molecular structure, C8H12As3CaF21N2O11 in a non-equilibrium geometry.

net charge = -3
multiplicity = 2
strongest force on any atom = 5.3 eV Å⁻¹
HOMO level (alpha / beta) = -0.0019 / -0.0018 hartree

Geometry as XYZ:
```
58
Properties=species:S:1:pos:R:3:forces:R:3
Ca 1.097 -0.670 -1.080 0.11 1.55 -0.33
As 1.331 2.996 -2.700 -1.35 -0.18 0.83
F 1.497 1.370 -1.975 0.53 1.36 -0.63
F 3.091 3.244 -2.690 -1.63 0.12 0.46
F 0.984 4.630 -3.236 0.41 -0.41 -0.19
F -0.404 2.575 -2.818 1.68 0.95 -0.14
F 1.111 3.652 -0.995 0.57 -0.81 -1.90
F 1.553 2.404 -4.366 -0.35 0.42 1.20
As -1.998 -2.891 -1.138 1.48 2.33 -0.42
F -3.611 -3.517 -1.488 1.21 0.21 0.05
F -2.605 -2.072 0.324 0.19 -0.62 -1.22
F -0.315 -2.151 -0.688 -2.26 -2.10 -0.23
F -1.220 -3.625 -2.616 -1.19 0.51 2.09
F -2.228 -1.339 -2.128 -0.09 -3.03 1.47
F -1.556 -4.261 -0.061 -0.58 1.05 -1.60
As 3.318 -4.021 0.066 2.18 1.64 0.49
F 2.001 -4.465 1.195 0.61 -0.03 -1.88
F 2.353 -3.121 -1.139 0.25 -1.32 0.74
F 4.868 -3.610 -0.801 -1.70 -0.22 0.69
F 4.390 -4.640 1.370 -0.61 -0.24 -1.00
F 3.367 -5.529 -0.958 -0.77 1.49 1.67
F 3.371 -2.419 0.909 0.03 -1.34 -0.57
C -2.079 1.207 -0.072 2.00 -2.07 -3.26
O -3.158 1.276 -1.048 -1.62 1.52 0.71
O -0.951 0.755 -0.805 -1.82 1.88 2.69
C -2.080 2.587 0.726 0.17 -1.07 -0.54
F -0.873 2.832 1.260 -0.10 0.67 -0.45
F -2.597 3.672 0.073 1.18 -0.53 0.27
F -2.895 2.475 1.814 -0.51 -0.18 0.54
C -4.546 1.592 -0.624 1.86 -1.19 -0.62
C -5.231 0.341 -0.093 0.15 -0.39 -0.99
H -4.821 -0.600 -0.460 0.91 0.22 0.01
H -5.170 0.310 0.995 -0.80 -0.09 -0.05
H -6.170 0.282 -0.643 -0.97 0.22 1.10
H -5.013 1.958 -1.538 0.02 -0.19 -0.15
H -4.713 2.379 0.112 0.69 0.27 0.11
H -2.334 0.379 0.590 -0.31 0.34 1.05
N 0.604 -0.350 -4.484 1.83 -0.04 -0.91
O 1.494 -0.402 -5.319 0.54 -0.29 -0.26
O 0.650 -0.837 -3.407 1.58 -2.50 3.16
O -0.401 0.209 -4.709 -3.97 2.64 -2.35
N 4.013 0.356 -2.584 -3.05 0.43 -2.60
O 4.822 1.091 -2.161 3.59 1.50 3.35
O 3.290 -0.393 -1.884 0.57 -0.92 0.36
O 3.762 0.515 -3.797 -0.79 -1.64 -1.04
C 1.699 1.575 5.296 1.52 -1.56 0.38
C 1.466 0.202 4.574 -0.48 1.72 -0.48
C 0.012 -0.039 4.300 -0.66 -0.38 0.97
O -0.028 -0.593 2.992 -1.64 0.32 0.55
C 1.040 -0.214 2.358 3.67 -1.22 -2.55
O 1.318 -0.425 1.185 -0.90 1.09 3.34
O 2.012 0.223 3.265 -0.62 0.19 -1.04
H 1.120 1.643 6.217 -0.18 -0.03 -0.06
H 1.680 2.520 4.752 -0.69 -0.50 -0.60
H 2.745 1.490 5.591 0.17 0.28 0.39
H 1.846 -0.674 5.100 0.56 0.34 0.27
H -0.563 0.880 4.411 -0.23 -0.03 -0.56
H -0.347 -0.764 5.031 -0.43 -0.12 -0.33
```
Forces are in eV/Å.

> Which formula does entry 1 have?

C19H23Cl2N3O3S